{"formula": "C10H8MnN2Se3Te", "method": "ωB97M-V with the def2-TZVPD basis set", "multiplicity": 6, "relative_energy_kcal_mol": 0.0, "e_lumo_ha": [-0.0371, -0.0419], "homo_lumo_gap_ev": [5.4, 5.4], "s_squared": 8.765, "fmax_ev_per_a": 0.804, "symbols": ["H", "Se", "H", "H", "H", "C", "H", "Te", "Se", "C", "C", "C", "Se", "C", "C", "N", "H", "C", "N", "H", "C", "Mn", "C", "C", "H"], "positions_angstrom": [[-2.31442, 0.07554, 2.18832], [3.89161, 0.02026, -0.25084], [-1.88461, -1.87892, 3.63428], [-1.05672, 3.64969, -2.58013], [1.51324, -2.77959, 1.17140], [-0.64146, -0.34739, 0.90644], [-2.80763, 3.42893, -0.80494], [3.98122, -1.42010, -3.78448], [1.62143, -1.86559, -3.06680], [-1.01938, 2.85917, -1.84428], [-0.82715, 0.81630, -0.03932], [0.01855, 1.94010, -1.86911], [5.19183, -1.42194, -1.56431], [-1.89581, 1.68806, 0.05047], [-1.48136, -0.57816, 1.97933], [0.10889, 0.95702, -0.97806], [0.80661, 1.97873, -2.61026], [-0.15112, -2.49112, 2.52821], [0.39256, -1.14752, 0.64626], [0.08151, -3.34842, 3.14376], [-1.98352, 2.72993, -0.86449], [1.69444, -0.57097, -1.03255], [-1.23239, -1.67501, 2.79505], [0.64672, -2.18723, 1.43589], [-2.65305, 1.56823, 0.81017]], "atomic_forces_ev_per_a": [[0.0036, -0.0156, 0.0097], [0.5621, 0.4407, 0.3701], [0.0299, -0.0036, 0.0040], [-0.0155, -0.0025, 0.0193], [0.0089, -0.0320, 0.0326], [-0.1750, 0.5525, -0.3813], [0.0095, -0.0093, -0.0259], [0.1767, 0.2330, 0.1006], [-0.2932, -0.4909, -0.4251], [0.2024, -0.0315, -0.1368], [0.0029, -0.4766, 0.4854], [-0.0993, 0.0828, 0.0811], [-0.1971, -0.2250, -0.1258], [-0.0994, 0.2262, -0.1280], [-0.0359, -0.1930, 0.2068], [0.1534, -0.0906, -0.1005], [-0.0109, 0.0331, -0.0326], [0.1845, -0.1055, -0.1042], [0.1591, -0.0363, -0.0888], [-0.0185, 0.0176, 0.0005], [-0.1404, -0.0839, 0.1865], [-0.1187, 0.0012, -0.0006], [-0.1660, 0.1884, -0.0005], [-0.1223, 0.0067, 0.0640], [-0.0005, 0.0139, -0.0106]]}


{"formula": "C9H11IO2", "method": "ωB97M-V with the def2-TZVPD basis set", "relative_energy_kcal_mol": 108.0, "e_lumo_ha": [0.0139, -0.0178], "homo_lumo_gap_ev": [9.2, 6.8], "fmax_ev_per_a": 3.607, "symbols": ["C", "I", "C", "H", "H", "C", "H", "H", "H", "H", "H", "C", "H", "C", "C", "H", "C", "O", "H", "O", "H", "C", "C"], "positions_angstrom": [[0.36677, 0.99209, -0.27577], [3.99604, -1.66671, 0.39377], [-1.88779, 0.17097, -0.69790], [-3.94147, 0.09448, -1.01674], [-3.15342, 1.24456, -2.10197], [1.44618, 2.04056, -0.57395], [1.87191, 2.43579, 0.40985], [1.02051, 3.00106, -1.03019], [2.25872, 1.46339, -1.02386], [1.52591, -1.83681, 2.27309], [3.52134, 0.41958, 2.26584], [3.00274, -0.55310, 1.95473], [-2.31827, -1.81257, 0.06958], [-0.92182, 1.12686, -0.85919], [-0.33547, -1.15708, 0.51058], [-0.53754, -2.95323, 0.89189], [-3.11611, 0.29726, -1.61495], [0.10313, -2.34395, 1.15177], [-3.02978, -0.58771, -2.37788], [2.24982, -1.23222, 2.80078], [-1.03566, 1.92083, -1.65708], [0.57265, -0.08876, 0.44675], [-1.65841, -0.97531, 0.06083]], "atomic_forces_ev_per_a": [[-0.6764, 3.0162, -1.4254], [-0.1196, 0.4329, 0.5586], [-0.9236, 0.4465, -1.4454], [-1.9458, -0.0951, 0.7280], [-0.1485, 0.5193, -0.3383], [-0.4417, 0.8852, 2.0356], [-0.4895, -0.7140, -1.0473], [0.8245, -1.7816, -0.1295], [0.0131, 0.8508, -0.6114], [2.3503, 1.8534, 1.5440], [-0.8096, -1.8180, -0.1565], [-0.1230, 0.9977, -1.2556], [-0.6959, -0.3506, 0.1137], [1.1300, 0.9160, -0.9918], [0.2626, 0.5738, 1.2516], [-1.4452, -2.1867, -0.2525], [2.2470, -2.7594, -0.5882], [0.8274, 2.8341, -0.2252], [-0.3088, 1.7975, 1.0902], [-1.9464, -1.6946, -0.9905], [-0.1034, -0.8026, 1.2446], [0.1942, -2.8357, 1.0525], [2.3282, -0.0850, -0.1612]]}


{"formula": "C42H52AsCl2N8O3RuS2", "method": "ωB97M-V with the def2-TZVPD basis set", "multiplicity": 6, "relative_energy_kcal_mol": 88.5, "e_lumo_ha": [0.0212, -0.0431], "homo_lumo_gap_ev": [7.6, 5.9], "s_squared": 8.798, "fmax_ev_per_a": 0.569, "symbols": ["H", "H", "Cl", "C", "C", "H", "C", "H", "C", "N", "H", "H", "N", "H", "N", "H", "C", "H", "C", "C", "C", "H", "C", "C", "H", "H", "O", "C", "C", "Ru", "H", "C", "H", "C", "C", "C", "C", "H", "H", "H", "C", "H", "C", "C", "C", "S", "H", "C", "C", "H", "H", "H", "As", "H", "H", "C", "H", "C", "C", "C", "N", "N", "H", "H", "H", "H", "H", "H", "C", "C", "N", "H", "H", "H", "O", "H", "H", "C", "H", "C", "H", "H", "N", "C", "H", "C", "C", "H", "C", "H", "H", "S", "H", "H", "Cl", "C", "O", "H", "H", "H", "N", "H", "C", "C", "H", "C", "C", "H", "H", "C", "C"], "positions_angstrom": [[2.91369, -0.54278, 3.31128], [-5.10072, 0.86061, 2.81828], [3.90195, 2.46969, 6.85875], [-0.39298, 4.14000, 2.39380], [-3.17633, -3.19646, 1.53754], [-4.94095, -3.06427, -5.05059], [-0.59317, -2.84020, -3.92648], [-0.78194, 2.75584, -0.67014], [-2.14231, -2.94641, -2.03060], [3.26939, -2.33589, -0.53188], [-1.41101, 3.82705, 2.20394], [-0.33413, 3.04737, -2.36508], [-1.96203, 0.34240, 1.79732], [-4.56528, 1.05095, -2.57335], [2.55952, 3.04395, 4.35061], [1.75541, 6.65142, 1.65761], [-3.45844, -3.30942, 0.04021], [0.40652, 1.74679, 4.66711], [0.41104, 3.34631, 3.21450], [2.18033, 4.97714, 2.92296], [2.25924, -2.06032, 0.31178], [5.98589, 0.29613, -2.27799], [-3.91634, 1.90527, -2.38747], [4.23457, 0.44369, -3.48529], [-1.86493, 3.72757, -1.71847], [1.41222, -1.08806, 4.07181], [-0.92799, -1.48401, 2.74882], [-1.16408, 2.89152, -1.67931], [-0.84926, -2.75046, -2.57611], [-0.88920, -1.33702, 0.38564], [-2.83674, -5.37887, 0.08955], [2.67475, 1.76602, -4.64678], [7.29017, 0.69298, 3.91308], [5.78036, 1.48826, 5.21441], [3.97889, 1.30606, -4.53786], [-1.32519, -0.25471, 3.02511], [1.71576, 3.78219, 3.46362], [-2.26926, 1.19105, -4.64950], [-1.71765, -0.40416, 5.19685], [6.04840, 1.31205, 1.86045], [4.41208, 2.17706, 2.90723], [-5.42009, -2.58570, 0.57149], [-0.16133, 2.06718, 3.79562], [5.64323, 1.54508, 2.83694], [-2.93655, -3.35191, -4.30756], [1.00307, -3.15089, 0.61957], [-4.19065, -3.40074, -2.61151], [0.80464, -2.63778, -4.44925], [-4.70447, -2.44434, -0.24048], [3.08089, -0.25732, 0.65774], [2.32207, 3.13786, 5.32293], [-3.19875, -2.15636, 1.85879], [-2.09124, 1.26174, -2.14909], [0.79105, -2.19259, -5.44514], [-2.20292, -3.61470, 1.78796], [-3.17652, -3.26434, -2.94855], [4.75156, 1.60293, -5.23404], [4.55912, 2.12327, 5.28114], [-1.64650, -3.13556, -4.79304], [1.37774, 5.73275, 2.08946], [3.27135, 0.06821, -2.64243], [-2.28126, -2.79438, -0.68487], [-3.77488, -3.55465, -6.28591], [-4.24597, 2.41309, -1.48241], [-1.46020, -3.20017, -5.86093], [-2.07158, -0.43768, -3.93694], [-5.20665, -2.69556, -1.17172], [-3.93958, -3.73770, 2.09906], [-2.18018, -0.13794, 4.25279], [-3.69307, -4.79939, -0.26426], [1.18191, -0.20697, 1.31861], [5.57465, -1.18908, -3.13070], [2.39115, 2.45161, -5.44145], [-4.41196, -1.39138, -0.26998], [-2.25638, 0.10628, -0.96551], [-3.82160, -5.00339, -1.32518], [-0.03682, -2.55669, -1.89177], [-4.04516, 0.63066, 2.87051], [-0.56520, 5.90395, 1.19199], [0.08183, 5.31032, 1.82698], [-0.65386, 0.63262, -4.12464], [-4.37544, -4.73048, -5.11598], [2.35810, -0.89141, 0.97752], [1.07865, 0.21825, 2.51254], [3.16596, -3.21746, -1.00550], [-0.21199, 0.91644, 2.79937], [6.33375, 1.19442, 3.98050], [-3.97103, 2.59451, -3.23117], [-3.27677, 0.81133, 1.79032], [-4.11673, 0.16276, 5.01040], [6.29117, 1.22559, 6.13077], [0.75488, 0.12627, -1.72019], [-1.18554, 2.25836, 4.12136], [-3.61894, 1.22454, 0.85067], [3.63350, 2.49195, 1.38210], [2.01751, 0.54885, -2.81432], [-0.91763, 1.33006, 1.60414], [-4.58382, -5.13810, 0.26716], [3.55511, -1.54701, -1.12115], [1.33176, -3.59378, -4.51720], [1.70684, 1.41831, -3.81384], [2.04305, 0.53279, 4.43413], [1.93509, -0.21969, 3.65495], [-1.71931, 0.59434, -3.92113], [6.30122, 0.17023, -4.01807], [3.80625, 2.48985, 4.14314], [5.60907, -0.10228, -3.22240], [1.37129, -1.98536, -3.78265], [3.19299, 5.29067, 3.15114], [-3.47076, 0.17966, 4.13972], [-4.06940, -3.69035, -5.24594]], "atomic_forces_ev_per_a": [[0.0261, -0.0034, 0.0506], [0.0064, 0.0120, 0.0036], [0.0084, -0.0343, 0.0442], [0.0177, 0.0236, 0.0736], [0.0604, 0.0370, -0.1206], [-0.0025, -0.0016, -0.0152], [0.0646, -0.0492, -0.1804], [0.0538, -0.0113, 0.0461], [-0.0221, -0.1148, -0.2600], [0.1656, 0.2462, -0.1839], [-0.0032, -0.0446, -0.0101], [0.0427, -0.0507, 0.0157], [0.2261, -0.3017, -0.1458], [0.0033, -0.0217, -0.0059], [0.0148, -0.1735, -0.2351], [-0.0130, -0.0281, 0.0226], [-0.2072, -0.2171, 0.0102], [-0.0682, 0.0572, 0.0799], [0.0360, -0.0537, -0.0050], [0.1043, -0.0743, -0.0452], [-0.2609, 0.0443, 0.4295], [0.0029, -0.0132, -0.0210], [0.1210, -0.0657, 0.0120], [-0.1554, -0.0719, 0.1102], [0.0084, -0.0850, -0.0108], [0.0135, -0.0043, 0.0016], [-0.0595, 0.0375, -0.3716], [0.0974, -0.1413, -0.0656], [-0.1305, -0.0213, 0.2775], [-0.0307, -0.0757, 0.3840], [-0.0523, -0.0046, -0.0106], [-0.1047, -0.0717, 0.1543], [-0.0443, 0.0264, -0.0020], [0.0116, -0.0072, 0.0360], [0.0219, 0.0515, -0.0966], [0.1241, 0.3363, 0.0075], [0.0834, -0.0019, -0.0764], [-0.0573, 0.0013, 0.0393], [-0.0900, -0.0071, -0.0132], [-0.0382, 0.0547, 0.0170], [-0.1929, 0.0157, 0.1824], [0.0135, -0.0072, -0.0080], [0.0912, 0.0576, -0.0753], [0.0698, -0.0317, 0.0053], [-0.0242, 0.0121, -0.0645], [-0.0671, 0.1493, -0.1617], [0.0131, -0.0082, 0.0339], [-0.0068, -0.0226, 0.0542], [0.1042, 0.0535, -0.0549], [-0.0172, 0.1105, -0.1059], [-0.0084, -0.0113, 0.0960], [0.0457, 0.0199, 0.0597], [-0.3953, 0.1939, -0.3586], [0.0085, -0.0015, 0.0123], [0.0549, 0.0003, 0.0602], [-0.0129, 0.0865, 0.0651], [-0.0321, 0.0098, 0.0344], [-0.0311, 0.0184, -0.1038], [0.0113, -0.0081, 0.0778], [0.0063, 0.0144, -0.0157], [0.0547, -0.2675, 0.2239], [-0.1100, 0.1783, 0.0941], [-0.0094, 0.0068, 0.0053], [-0.0021, 0.0067, 0.0260], [-0.0060, 0.0130, 0.0340], [0.0041, 0.0225, -0.0037], [-0.0147, 0.0268, -0.0124], [-0.0195, 0.0089, -0.0222], [0.0326, -0.1247, -0.1228], [0.0931, 0.0979, -0.0703], [-0.2165, 0.0188, -0.0906], [0.0003, 0.0295, -0.0172], [0.0355, -0.0110, 0.0103], [-0.0170, -0.0369, 0.0006], [0.3057, -0.3822, 0.2910], [-0.0314, -0.0333, 0.0564], [0.0844, 0.0343, -0.0044], [0.0909, 0.0142, -0.0027], [0.0217, -0.0387, 0.0127], [-0.0249, 0.0317, -0.0138], [0.0468, 0.0045, 0.0425], [-0.0098, 0.0089, -0.0245], [0.1093, -0.0669, -0.1616], [0.0684, -0.0812, 0.0575], [0.0226, -0.0058, -0.0843], [-0.2571, -0.1485, 0.0577], [0.0846, -0.0453, -0.0140], [0.0129, 0.0147, 0.0291], [-0.0601, 0.1865, 0.0799], [0.0150, 0.0033, -0.0257], [-0.0292, 0.0255, 0.0004], [0.1835, 0.1451, -0.2060], [-0.0253, -0.0056, 0.0167], [0.0199, -0.0974, -0.0119], [-0.1911, -0.0361, 0.0455], [0.1224, 0.3027, -0.1191], [-0.1521, 0.2612, 0.2736], [0.0193, -0.0020, 0.0010], [0.0026, -0.1118, -0.0686], [-0.0178, 0.0307, -0.0150], [-0.0059, -0.0922, -0.0585], [-0.0069, -0.0691, -0.1125], [0.0700, 0.0948, 0.0278], [0.0847, 0.0700, 0.0522], [0.0065, -0.0277, 0.0283], [0.0507, 0.1644, -0.0485], [-0.0472, 0.0225, 0.0028], [-0.0257, -0.0043, -0.0100], [-0.0396, -0.0043, 0.0005], [-0.0047, 0.0392, 0.1096], [0.0768, 0.0011, 0.0680]]}